# 1
The following is a quantum chemistry calculation of a 11-piece molecular cluster, C69H169N11O21 overall, from the Open Molecules 2025 dataset.

Last column: Löwdin charge in e.
CARTESIAN COORDINATES (ANGSTROEM)
H 25.87260 -4.32980 -28.81855  0.11
H 26.71774 -1.84736 -28.28031  0.07
H 26.95047 -1.43295 -32.65846  0.11
C 28.04661 -1.05601 -34.47496  -0.19
H 34.03091 -1.02153 -33.67683  0.10
H 28.02031 0.67498 -31.10215  0.12
H 30.63522 4.30087 -34.57348  0.08
H 28.95080 -3.34134 -31.97224  0.10
C 36.74300 -3.00719 -26.33270  -0.11
C 38.19265 3.83659 -30.17249  -0.20
C 29.54747 6.65658 -31.14222  -0.03
H 27.49764 -7.91033 -23.26952  0.08
C 27.10074 5.42794 -26.01163  -0.18
H 25.08510 0.80960 -30.02433  0.08
H 25.17589 7.22317 -25.78707  0.11
H 31.08648 -3.42785 -33.76226  0.07
O 34.71007 5.01928 -31.71890  -0.18
H 30.72581 4.30030 -36.37195  0.09
H 22.89770 1.56830 -25.44436  0.14
H 38.06499 -0.12367 -32.48985  0.10
H 24.69063 4.70604 -30.13381  0.13
H 30.63880 -0.54018 -27.47271  0.07
O 23.45519 -0.42900 -29.67179  -0.18
H 33.49427 -2.96043 -32.21793  0.07
H 33.24789 1.75678 -24.44190  0.12
H 22.58022 0.10895 -27.63509  0.09
H 25.39193 -0.93752 -29.74732  0.06
H 34.84661 1.06172 -26.25575  0.13
O 31.11725 -0.64842 -25.42946  -0.17
O 30.05213 -6.18966 -28.07754  -0.20
C 37.25434 0.47926 -32.07794  -0.08
H 35.89213 -2.51814 -29.80275  0.11
H 22.97095 1.50928 -30.31696  0.11
H 31.71110 -7.92999 -32.45869  0.09
H 29.22214 7.69774 -31.15935  0.09
H 32.06275 0.92032 -26.42426  0.10
H 25.14097 -2.66492 -32.39263  0.08
C 26.51148 5.16518 -29.29065  -0.18
H 20.63495 1.34563 -29.53082  0.12
O 32.23882 2.95463 -30.58250  -0.20
H 28.49105 5.73993 -28.73730  0.11
N 32.02515 -3.02096 -33.77319  -0.03
H 39.66987 3.33378 -34.27338  0.09
H 31.82361 3.37572 -35.36120  0.07
H 25.05934 1.13982 -24.92172  0.10
C 32.43088 2.45875 -29.27830  -0.09
H 26.81628 -1.68920 -24.72627  0.10
C 23.40713 6.00016 -26.06075  -0.22
C 28.06668 1.29675 -34.72267  -0.21
C 22.52284 0.52102 -30.17411  -0.22
H 37.02562 4.80836 -31.56536  0.10
H 31.81329 -7.41874 -27.80017  0.08
H 27.85389 -3.20216 -28.34699  0.11
C 32.67500 -3.57865 -32.58194  -0.19
C 33.92566 1.20068 -34.96855  -0.11
O 32.15288 -5.92254 -32.50428  -0.23
H 31.05953 -1.28636 -34.31004  0.11
H 30.20056 -5.45955 -31.87535  0.08
C 30.20603 3.74724 -26.68711  -0.11
O 27.07993 -6.21909 -24.45394  -0.18
H 33.55353 -5.18962 -33.79335  0.13
H 29.84657 2.71637 -26.77769  0.07
H 30.91677 1.37909 -25.22018  0.11
H 37.71338 -2.51972 -26.17975  0.09
H 22.17308 0.17334 -31.15307  0.12
H 28.21030 3.41072 -34.82731  0.11
H 32.80675 -0.58366 -29.17512  0.08
C 26.34729 -1.86187 -25.69044  -0.06
C 30.21158 -0.85077 -26.51361  -0.08
C 33.19462 -5.00042 -32.77754  -0.19
C 31.69443 0.63615 -25.42659  -0.25
H 30.09329 -1.93032 -26.56872  0.09
C 25.05523 -2.90678 -33.45590  -0.10
H 27.50884 -4.35202 -31.82621  0.12
H 32.61144 3.29899 -28.61338  0.08
C 33.13215 -0.88224 -34.28882  -0.19
H 25.49168 2.70676 -25.59288  0.06
C 34.58653 0.01560 -26.07601  -0.20
H 20.77716 -0.35716 -29.44015  0.11
C 35.95060 -1.51394 -30.21257  -0.18
H 25.50958 5.62862 -33.85244  0.08
H 27.53762 -3.87463 -33.98010  0.09
N 27.44161 5.69780 -31.95358  -0.09
C 27.08837 -5.64603 -26.73427  -0.21
N 34.88604 -0.65737 -29.65156  -0.03
H 24.91618 -3.30038 -27.88066  0.11
C 23.19677 2.06516 -26.37536  -0.23
H 36.36685 5.73523 -28.93625  0.12
H 33.20001 -1.51250 -30.56071  0.09
H 33.19897 -5.14753 -28.13009  0.09
H 35.17876 6.68978 -30.67906  0.12
O 36.01768 -0.19185 -32.28684  -0.19
H 29.50317 -1.11945 -32.11471  0.08
H 26.99149 -0.21163 -28.38111  0.05
H 22.37172 8.26762 -27.35422  0.09
H 27.55416 3.36111 -25.76275  0.11
H 27.21897 5.84216 -25.01122  0.13
H 31.55735 1.87287 -28.97289  0.07
C 22.16705 1.99432 -27.47858  -0.20
H 33.39883 -7.52398 -31.96253  0.08
O 33.81317 -3.70268 -29.49663  -0.21
H 37.64087 2.91855 -30.38921  0.10
H 37.23090 1.39198 -32.67348  0.08
C 33.53932 -1.29733 -29.54255  -0.18
O 27.39597 -2.37523 -26.50625  -0.21
H 23.17843 4.93883 -25.93331  0.09
H 33.82696 2.27300 -34.82002  0.07
H 26.64515 3.35203 -32.99402  0.06
C 26.08610 3.56720 -32.08438  -0.01
H 30.06982 1.71522 -31.53674  0.10
C 32.22455 2.01326 -31.62484  -0.19
H 29.74026 -1.72717 -30.56387  0.11
H 21.22910 2.44536 -27.12376  0.12
H 25.53703 -2.59050 -25.63379  0.08
H 31.70265 -1.28211 -32.65625  0.09
H 26.16684 5.41560 -28.28520  0.07
H 27.96947 0.85019 -27.39838  0.06
H 30.85475 0.23579 -29.87858  0.06
C 25.42595 1.63434 -25.82669  -0.10
C 26.72946 -1.26667 -33.72030  -0.19
N 37.31355 4.93954 -30.60500  -0.04
H 28.14993 6.37950 -33.49831  0.11
N 21.72022 0.61628 -27.82208  -0.04
N 25.85233 -4.87305 -26.82966  -0.05
C 27.62672 0.67638 -28.41630  -0.09
H 29.94859 4.26752 -30.10692  0.07
H 35.83297 4.11526 -29.21410  0.11
H 37.40841 0.82963 -31.05804  0.07
C 35.93345 -1.48057 -31.75151  -0.23
H 27.74796 1.17771 -35.77042  0.13
H 30.17085 6.45039 -32.01362  0.08
O 32.89840 0.51335 -34.31122  -0.20
H 28.11788 -5.61975 -33.93974  0.13
O 27.95005 5.46728 -33.25635  -0.03
H 27.31990 6.24341 -26.71351  0.11
H 36.71548 -3.86297 -25.66182  0.09
H 34.00343 -5.17316 -32.05691  0.11
C 26.77844 -7.08996 -23.39966  -0.13
H 30.38488 4.15952 -27.68405  0.07
C 26.99843 -2.79682 -27.80750  -0.19
H 33.84226 -0.22962 -26.84197  0.09
C 25.49791 5.39344 -30.39900  -0.11
H 33.27134 4.99376 -33.17157  0.08
C 36.12906 5.03092 -29.74001  -0.21
H 33.92178 0.97583 -36.04448  0.09
H 40.25702 4.75718 -33.35074  0.09
H 28.71293 -1.87038 -34.16873  0.09
O 23.23569 6.29746 -27.42592  -0.18
H 24.86708 6.19351 -24.47645  0.12
H 29.45677 -4.29748 -29.78180  0.11
H 36.89749 -1.02253 -29.96341  0.10
N 34.01136 -0.15482 -24.74591  -0.05
O 30.02859 2.49994 -35.43455  -0.17
H 30.20131 -4.09175 -36.32197  0.09
H 35.05367 -4.78995 -28.21467  0.08
H 28.23857 -5.57903 -29.71171  0.10
H 39.92131 4.83582 -31.01428  0.12
H 29.29218 -0.31692 -26.27242  0.07
H 25.98102 -0.94178 -26.16156  0.07
H 36.70722 -3.24620 -27.39972  0.07
C 31.91710 -1.57461 -33.69248  -0.20
H 34.06821 5.61792 -29.82380  0.12
C 25.86426 -3.84307 -27.83784  -0.21
N 29.22823 -5.47329 -31.57511  -0.03
H 34.91954 0.87765 -34.63152  0.08
H 40.94733 3.16143 -33.07982  0.09
C 30.21345 -6.29242 -29.48315  -0.21
C 32.89359 0.72064 -24.48421  -0.21
C 30.77964 3.68905 -35.47062  -0.10
H 32.95178 -7.41395 -33.62976  0.09
H 22.41462 2.59927 -28.35815  0.11
O 24.41662 1.54506 -26.82151  -0.19
O 26.21726 -2.52295 -34.15004  -0.24
H 33.89329 6.60468 -32.77487  0.09
C 39.43299 3.85478 -31.01086  -0.23
C 34.95582 5.63435 -30.46650  -0.24
H 24.77897 -0.45052 -31.28919  0.08
C 28.44535 -0.12074 -30.47818  -0.21
H 22.65767 6.52433 -25.45530  0.13
H 33.59592 -1.08558 -24.72928  0.11
H 23.14027 7.71080 -28.83556  0.08
C 27.80280 5.91952 -29.56811  -0.13
C 28.54314 -4.33577 -32.18920  -0.19
H 33.28136 -1.30747 -35.28729  0.13
C 27.93396 4.20333 -26.34582  -0.20
H 30.86660 0.77588 -32.73782  0.09
H 24.79220 -3.93888 -33.66499  0.09
H 31.21365 -5.97086 -29.79439  0.11
H 29.51990 3.84661 -31.77385  0.06
H 28.56424 -3.53480 -36.11254  0.08
H 31.15447 3.64783 -26.15827  0.09
C 33.58471 -2.54851 -28.67232  -0.18
C 30.98627 1.13535 -31.71508  -0.18
H 26.33097 2.95762 -31.21475  0.06
C 24.82714 6.20136 -25.56965  -0.21
H 33.15709 1.42652 -31.63667  0.12
C 28.32254 -4.58150 -33.67774  -0.18
H 25.15198 6.42496 -30.31497  0.12
C 34.08076 -4.83826 -28.70276  -0.10
H 26.41650 1.35954 -26.16587  0.05
H 32.57467 -2.69441 -28.26963  0.12
H 24.20418 -2.29556 -33.79178  0.09
C 25.19954 5.75453 -32.81359  -0.05
H 31.98008 -3.55552 -31.72924  0.12
H 40.19795 3.14495 -30.66576  0.12
C 33.61200 5.63071 -32.35728  -0.12
H 28.96518 -5.31134 -36.24850  0.09
H 24.24120 5.22384 -32.80138  0.08
H 32.57057 0.49070 -23.46355  0.12
H 25.80444 -7.58811 -23.44780  0.09
H 25.62790 -4.57663 -25.88744  0.10
H 32.75249 5.83383 -31.71148  0.08
N 25.65254 5.14887 -26.14526  -0.07
H 26.85507 -6.48511 -22.49593  0.09
H 36.50121 -0.37680 -25.44392  0.12
H 28.40714 3.47988 -30.45752  0.07
O 35.66218 -2.18920 -25.94227  -0.20
H 27.16806 1.44764 -34.11867  0.10
C 29.25364 -4.34150 -35.83892  -0.10
H 24.11941 8.19857 -27.48192  0.08
N 30.92938 -0.05200 -30.84782  -0.04
H 27.69935 -0.92652 -30.45390  0.10
H 29.67537 0.17902 -34.72517  0.10
C 26.94439 -6.78989 -25.74884  -0.21
H 34.27315 -2.45629 -27.83221  0.10
C 35.86319 -0.83325 -26.21241  -0.24
O 39.03433 3.45703 -32.31884  -0.21
H 30.20687 6.56577 -30.27242  0.09
H 36.72018 -2.17424 -32.07310  0.13
H 27.97898 -5.07784 -26.44581  0.12
H 27.53845 6.98353 -29.54558  0.13
H 36.24542 -0.67100 -27.22635  0.11
N 28.80887 0.15770 -34.18926  -0.03
C 28.88133 2.57486 -34.61719  -0.23
H 34.98222 -1.95287 -31.99536  0.08
C 23.19855 7.67212 -27.74875  -0.11
C 29.21744 -5.31349 -30.12110  -0.21
H 33.27967 1.76314 -29.27290  0.08
H 25.43210 5.08301 -27.13317  0.07
C 40.01514 3.69163 -33.30692  -0.11
H 29.98723 -7.30706 -29.82460  0.13
C 21.32532 0.56265 -29.21194  -0.21
O 29.47172 -4.18873 -34.45047  -0.25
C 24.73515 -0.20529 -30.22333  -0.10
C 28.46794 5.62073 -30.89278  -0.50
H 30.90274 -6.93543 -26.36289  0.09
H 27.23354 -6.06720 -27.73328  0.11
H 27.11942 1.54138 -28.84861  0.09
H 27.70664 -7.53785 -25.97875  0.12
H 25.06556 3.29516 -32.37206  0.08
H 25.98416 -0.47844 -33.85578  0.12
C 29.68874 -0.76810 -31.10228  -0.20
H 34.68362 0.02023 -30.38635  0.07
C 29.12996 4.20963 -30.82661  0.00
H 24.99128 6.80776 -32.62968  0.08
H 30.22508 -8.10191 -27.40110  0.09
C 26.09897 5.07326 -31.77469  -0.48
H 27.85693 3.96074 -27.40885  0.10
H 25.92860 -7.16827 -25.90298  0.12
H 32.33195 2.62742 -32.52489  0.11
H 38.50750 3.91719 -29.13183  0.13
O 28.77884 0.30877 -29.17008  -0.19
H 34.12507 -5.70374 -29.37879  0.08
O 29.27301 4.55126 -25.99481  -0.17
C 32.55717 -7.26806 -32.61564  -0.11
H 27.85510 -1.18466 -35.54819  0.13
H 23.30392 3.15097 -26.21745  0.09
H 29.20704 2.60408 -33.57085  0.10
C 30.81658 -7.17407 -27.42597  -0.13
H 26.72525 4.08932 -29.22832  0.10

Calculated values
F_max, hartree/bohr: 0.0422
2S+1: 1
E_HOMO, eV: -8.28
SMILES string: CC1(C)CCCC(C)(C)N1O.COCCNCCOC.COCCNCCOC.COCCNCCOC.COCCNCCOC.COCCNCCOC.COCCNCCOC.COCCNCCOC.COCCNCCOC.COCCNCCOC.COCCNCCOC
Net charge: 0
ΔE to the lowest compared entry with this formula, charge and spin, eV: 0.000
Kohn-Sham gap, Eh: 0.3245

=====

# 2
The following is a quantum chemistry calculation of a 19-piece molecular cluster, C6H45N2O21S overall, from the Open Molecules 2025 dataset.

Last column: Löwdin charge in e.
CARTESIAN COORDINATES (ANGSTROEM)
O 0.19932 -3.64387 3.94235  -0.41
H 2.98452 0.37657 2.68135  0.01
H 0.35093 -1.26098 3.23955  0.07
H -5.32857 2.93165 -2.17646  0.06
C -0.96499 1.13903 -2.59378  -0.06
O 2.86944 3.30196 -0.75043  -0.04
O 1.54256 -0.30125 -4.27195  -0.05
H -0.44404 4.97662 -5.23963  0.05
O -0.59983 4.04999 -5.04215  -0.06
H 3.31037 3.99015 -1.25790  0.06
O 2.43370 -4.09775 1.15735  -0.09
H 2.72496 0.96657 4.07539  0.07
O -2.90384 -3.31276 4.82401  -0.07
O 0.61725 1.63533 -5.92516  -0.10
H -3.74524 -0.86274 -3.39123  0.05
H -3.64093 3.13909 -3.38598  0.00
N 0.07055 -0.32780 1.43675  -0.05
H -0.70813 0.23286 -3.13857  0.06
H 1.72921 -0.67071 -1.29410  0.11
H 1.14043 -0.86515 -3.59276  0.00
H -1.96838 1.04334 -2.17424  0.06
O 2.56852 -3.12792 3.58861  -0.42
O -3.14366 3.62135 -4.06525  -0.05
H -1.22995 1.28159 0.97171  0.16
H -3.13710 2.23221 3.73857  0.04
H 4.71736 -1.30705 2.83177  0.06
O -3.95465 0.06729 -3.52242  -0.05
O -4.52791 2.53015 -1.82219  -0.05
H 1.18478 -2.86964 -2.26868  0.07
H -0.11457 2.58395 -1.22785  0.13
C 1.09809 -0.42837 -0.45909  -0.07
H 3.88618 0.27217 -0.15918  0.02
O 0.44695 -2.26079 -2.38139  -0.05
H -2.56336 -3.31056 3.92684  -0.01
H -1.27712 -1.11701 2.87465  0.08
H 0.97341 1.69809 -2.25372  0.12
O -3.33431 2.36155 2.80572  -0.06
H -2.11920 -3.45085 5.36802  0.04
H 2.63656 -3.78615 2.08411  0.00
H -3.54243 3.35638 -4.90005  0.06
H 0.40694 -4.06379 1.13898  -0.01
H 3.30097 -1.90131 2.77679  -0.01
H -3.78118 1.55151 2.54141  0.03
O -0.46386 -3.74853 1.40968  -0.12
H 2.38453 -0.71939 -4.47146  0.07
H 1.73311 2.40267 2.35397  -0.01
O 3.86121 -1.16809 2.41865  -0.09
H 2.71318 3.69287 0.11828  0.03
S 1.52804 -3.42297 4.57212  0.23
H 3.25191 -3.97187 0.66989  0.03
H -0.37230 -3.63071 2.38970  -0.02
O -3.22073 -2.19223 1.94084  -0.05
H 0.71961 3.54153 2.54956  0.04
H 0.77262 0.95406 -5.24338  -0.03
H 1.42454 -1.97355 1.12634  0.11
H -0.31099 0.36550 3.35672  0.10
O 1.46332 -2.41390 5.62369  -0.40
C -0.34256 -0.56177 2.79305  0.01
O 1.94213 -4.69611 5.22398  -0.43
C 0.98703 -1.06816 0.73167  0.01
C 0.11136 1.58541 -1.59667  -0.16
H -3.50861 0.30018 -4.34295  0.04
H -1.45309 4.02687 -4.57856  -0.01
H 0.14576 2.34074 -5.45944  -0.03
C -0.41668 0.65106 0.65200  0.00
H -3.62750 -1.86302 1.13569  0.03
H -1.10608 1.96372 -3.29435  0.06
H 3.61645 1.59805 -0.86454  -0.01
O 2.39096 0.97428 3.17387  -0.06
O 3.88809 0.68104 -1.03235  -0.07
H -0.04290 -2.31948 -1.55244  0.05
H -3.02249 -3.11739 1.74830  0.04
N 0.29970 0.67796 -0.49922  -0.01
O 1.26502 3.12122 1.87994  -0.08
H -4.77436 1.61706 -1.64230  0.04

Calculated values
F_max, hartree/bohr: 0.1211
2S+1: 1
E_HOMO, eV: -3.81
Net charge: -1
Kohn-Sham gap, Eh: 0.1829